Entry 1:
A molecular structure, C29H45N13O3SeTi in a non-equilibrium geometry. Source: OMol25; level of theory: ωB97M-V/def2-TZVPD.

Last column: Löwdin charge in e.
Geometry (Å):
1 Ti 0.373 -0.505 -0.430  1.06
2 Se 4.003 -5.216 -5.234  1.23
3 N 3.141 -3.686 -5.482  -0.21
4 C 2.775 -3.259 -4.301  -0.34
5 C 2.045 -2.015 -4.085  -0.06
6 C 1.714 -1.135 -5.120  0.05
7 C 1.051 0.033 -4.817  0.01
8 C 0.708 0.293 -3.493  -0.09
9 N 1.006 -0.538 -2.501  0.03
10 C 1.683 -1.671 -2.788  -0.14
11 C 2.055 -2.520 -1.651  -0.14
12 N 1.670 -2.100 -0.423  -0.02
13 C 2.019 -2.807 0.651  -0.07
14 C 2.778 -3.971 0.547  0.02
15 C 3.153 -4.423 -0.697  0.05
16 C 2.785 -3.689 -1.831  -0.07
17 C 3.144 -4.083 -3.188  -0.34
18 N 3.806 -5.175 -3.472  -0.21
19 H 1.994 -1.384 -6.135  0.13
20 H 0.792 0.746 -5.587  0.13
21 H 0.167 1.191 -3.218  0.11
22 H 1.643 -2.450 1.603  0.12
23 H 3.045 -4.511 1.444  0.13
24 H 3.727 -5.332 -0.823  0.13
25 N 0.441 1.633 -0.261  -0.04
26 C 1.409 2.756 -0.194  -0.20
27 C 2.679 2.530 -0.991  -0.17
28 C 3.572 1.535 -0.271  -0.22
29 N 2.943 0.194 -0.238  0.02
30 H -0.273 1.853 -0.959  0.05
31 H -0.061 1.638 0.655  0.05
32 H 1.676 2.891 0.850  0.10
33 H 0.893 3.668 -0.499  0.13
34 H 3.212 3.477 -1.090  0.13
35 H 2.456 2.187 -2.007  0.10
36 H 3.712 1.872 0.757  0.12
37 H 4.562 1.484 -0.729  0.12
38 H 3.327 -0.339 0.537  0.09
39 H 3.244 -0.299 -1.073  0.08
40 C -2.678 0.785 4.973  -0.04
41 N -1.246 0.949 4.826  -0.08
42 C -0.414 0.509 5.937  -0.12
43 C 1.001 0.848 5.484  -0.12
44 N 0.820 1.119 4.075  -0.11
45 C 1.920 1.593 3.303  -0.06
46 C -0.502 1.305 3.726  -0.33
47 N -0.835 1.747 2.555  0.08
48 C -2.233 1.842 2.188  -0.22
49 C -2.687 0.691 1.275  -0.18
50 N -2.154 0.786 -0.088  0.08
51 C -2.662 1.609 -0.927  -0.37
52 N -3.721 2.470 -0.885  -0.07
53 C -4.826 2.541 0.059  -0.02
54 C -3.751 3.370 -2.033  -0.12
55 C -2.398 3.099 -2.683  -0.12
56 N -2.016 1.754 -2.214  -0.14
57 C -2.504 0.704 -3.124  -0.05
58 H -2.857 0.394 5.973  0.09
59 H -3.092 0.066 4.264  0.09
60 H -3.218 1.729 4.898  0.09
61 H -0.539 -0.563 6.116  0.13
62 H -0.691 1.040 6.848  0.13
63 H 1.686 0.010 5.627  0.12
64 H 1.411 1.715 6.012  0.13
65 H 2.187 2.634 3.529  0.10
66 H 1.668 1.505 2.253  0.04
67 H 2.796 0.970 3.506  0.10
68 H -2.405 2.785 1.654  0.11
69 H -2.917 1.857 3.030  0.07
70 H -3.775 0.683 1.277  0.09
71 H -2.360 -0.253 1.710  0.10
72 H -4.540 3.001 1.006  0.09
73 H -5.259 1.562 0.245  0.09
74 H -5.602 3.155 -0.394  0.10
75 H -3.847 4.406 -1.708  0.13
76 H -4.598 3.139 -2.686  0.13
77 H -1.657 3.824 -2.343  0.12
78 H -2.435 3.130 -3.769  0.13
79 H -3.595 0.729 -3.239  0.10
80 H -2.206 -0.270 -2.740  0.06
81 H -2.059 0.844 -4.108  0.09
82 C -1.055 -3.925 -0.245  0.04
83 C -1.709 -2.745 -0.877  -0.46
84 N -3.000 -2.794 -1.148  0.25
85 O -1.073 -1.697 -1.170  -0.11
86 H -0.192 -4.222 -0.842  0.10
87 H -0.716 -3.596 0.742  0.08
88 H -1.734 -4.768 -0.148  0.10
89 H -3.546 -3.614 -0.945  0.14
90 H -3.464 -1.976 -1.512  0.13
91 O -0.034 -0.915 1.155  -0.39
92 O -0.418 -1.851 2.027  -0.20

Values from the calculation:
**M**: 750.59 g/mol
**Total energy**: -144767.01686 eV
**LUMO level**: -6.08 eV
**2S+1**: 1
**Total charge**: +2

---

Entry 2:
A molecular structure, C29H46BCoN9. Source: OMol25; level of theory: ωB97M-V/def2-TZVPD.

Last column: Löwdin charge in e.
Geometry (Å):
1 Co -0.078 -0.491 1.662  0.63
2 C -2.915 -0.710 3.089  -0.06
3 C -3.330 -1.707 2.010  -0.34
4 C -3.273 -3.156 2.506  -0.04
5 C -2.643 -1.472 0.690  -0.20
6 C -3.246 -1.599 -0.554  0.07
7 C -2.345 -1.136 -1.497  -0.16
8 C -2.577 -1.104 -2.981  -0.34
9 C -1.583 -1.999 -3.720  -0.03
10 C -2.655 0.306 -3.568  -0.04
11 N -1.229 -0.752 -0.843  0.10
12 N -1.407 -0.991 0.484  0.04
13 B -0.056 0.177 -1.236  -0.45
14 N 1.268 -0.478 -0.754  0.11
15 N 1.340 -0.868 0.547  0.04
16 C 2.587 -1.257 0.833  -0.21
17 C 3.336 -1.125 -0.331  0.07
18 C 2.490 -0.620 -1.304  -0.16
19 C 2.903 -0.235 -2.696  -0.34
20 C 2.153 -0.970 -3.806  -0.05
21 C 2.868 1.280 -2.898  -0.04
22 C 3.075 -1.680 2.188  -0.38
23 C 3.620 -3.109 2.140  -0.04
24 C 4.140 -0.697 2.682  -0.05
25 N -0.210 1.464 -0.367  0.10
26 N -0.104 1.263 0.967  0.02
27 C 0.010 2.440 1.581  -0.21
28 C -0.064 3.442 0.619  0.07
29 C -0.198 2.788 -0.605  -0.17
30 C -0.357 3.379 -1.971  -0.36
31 C 0.696 4.456 -2.229  -0.05
32 C -1.774 3.938 -2.129  -0.04
33 C 0.247 2.485 3.060  -0.33
34 C 0.465 1.075 3.612  -0.05
35 C -0.894 3.187 3.799  -0.04
36 H -3.576 -0.789 3.952  0.10
37 H -2.950 0.322 2.727  0.08
38 H -1.916 -0.946 3.460  0.04
39 H -4.377 -1.506 1.767  0.14
40 H -2.326 -3.374 3.001  0.06
41 H -3.417 -3.865 1.692  0.07
42 H -4.064 -3.313 3.240  0.09
43 H -4.237 -1.975 -0.745  0.14
44 H -3.568 -1.550 -3.097  0.14
45 H -0.575 -1.593 -3.666  0.05
46 H -1.862 -2.074 -4.771  0.09
47 H -1.567 -3.003 -3.297  0.09
48 H -1.691 0.814 -3.539  0.05
49 H -3.384 0.916 -3.034  0.08
50 H -2.966 0.249 -4.611  0.09
51 H -0.025 0.398 -2.395  0.10
52 H 4.379 -1.362 -0.455  0.13
53 H 3.952 -0.539 -2.745  0.14
54 H 1.174 -0.522 -3.975  0.05
55 H 2.019 -2.026 -3.573  0.09
56 H 2.711 -0.895 -4.739  0.09
57 H 1.846 1.662 -2.881  0.05
58 H 3.299 1.530 -3.868  0.09
59 H 3.443 1.796 -2.129  0.09
60 H 2.234 -1.658 2.884  0.10
61 H 4.470 -3.171 1.459  0.09
62 H 2.864 -3.819 1.805  0.07
63 H 3.960 -3.410 3.131  0.09
64 H 5.015 -0.714 2.031  0.09
65 H 4.462 -0.971 3.686  0.09
66 H 3.767 0.329 2.709  0.08
67 H -0.013 4.504 0.782  0.13
68 H -0.224 2.575 -2.700  0.11
69 H 0.572 5.294 -1.542  0.08
70 H 0.592 4.843 -3.243  0.09
71 H 1.707 4.066 -2.113  0.08
72 H -1.947 4.752 -1.423  0.09
73 H -2.528 3.170 -1.953  0.08
74 H -1.913 4.330 -3.137  0.09
75 H 1.164 3.061 3.214  0.15
76 H -0.484 0.523 3.662  0.06
77 H 0.843 1.087 4.634  0.12
78 H 1.232 0.517 3.038  0.07
79 H -1.829 2.638 3.669  0.08
80 H -1.040 4.197 3.421  0.09
81 H -0.680 3.251 4.866  0.09
82 N -0.086 -2.157 2.489  0.09
83 C -0.037 -3.173 1.865  -0.30
84 N 0.041 -4.258 1.262  0.15
85 C -0.943 -4.673 0.459  -0.34
86 N -1.781 -5.013 -0.254  0.15

Values from the calculation:
**M**: 590.49 g/mol
**Total energy**: -82530.49100 eV
**LUMO level**: -4.82 eV
**2S+1**: 1
**Total charge**: +1

---

Values of energy relative to the best compared isomer or geometry (same formula, charge and spin), in order: 2.294 0.000, all in eV.
Values of HOMO-LUMO gap, in order: 0.2270 0.2690, all in Eh.